No. 1
A cluster of 6 separate species, C40H66N3O10PSi in total in a non-equilibrium geometry, computed with ωB97M-V/def2-TZVPD.

HOMO energy   -7.43 eV
E_LUMO   -1.6 eV
Gap between HOMO and LUMO   5.79 eV
SMILES string   CC(=O)N(C)c1c(P(C)O)cc2c(c1CCCCn1cccc1)C(=O)N(CCO[Si](C)(C)C)C2=O.CC(C)=O.CC(C)=O.CC(C)=O.CC(C)=O.CC(C)=O
Net charge   0

Geometry (Å):
C1 2.854 3.022 1.558
C2 1.417 2.884 2.332
O1 1.473 2.643 3.669
N1 0.039 3.031 1.735
C3 -0.027 4.042 0.616
C4 -0.609 1.711 1.390
C5 -0.214 0.761 0.082
P1 1.156 1.264 -1.149
C6 0.891 0.398 -2.869
O2 2.742 0.680 -0.648
C7 -1.006 -0.683 -0.212
C8 -2.140 -1.109 0.891
C9 -2.546 -0.249 2.226
C10 -1.786 1.184 2.456
C11 -2.216 2.102 3.783
C12 -3.746 2.692 3.646
C13 -4.146 3.127 2.085
C14 -5.205 2.073 1.410
N2 -5.242 2.115 -0.119
C15 -5.636 3.308 -0.971
C16 -5.568 2.836 -2.548
C17 -5.088 1.265 -2.631
C18 -4.907 0.927 -1.030
C19 -3.685 -1.060 3.080
O3 -4.547 -0.683 4.029
N3 -3.481 -2.487 2.526
C20 -2.350 -3.283 3.165
C21 -2.406 -4.845 2.572
O4 -1.272 -4.960 1.642
Si1 -1.555 -6.144 0.376
C22 -1.672 -5.269 -1.376
C23 -3.041 -7.330 0.680
C24 0.039 -7.286 0.244
C25 -3.145 -2.395 1.023
O5 -3.658 -3.209 0.097
H1 2.793 3.078 0.391
H2 3.420 3.938 2.052
H3 3.491 2.060 1.865
H4 -0.238 5.108 1.088
H5 -0.992 3.767 -0.031
H6 0.874 4.026 -0.131
H7 1.754 -0.377 -3.118
H8 -0.132 -0.215 -2.902
H9 0.782 1.227 -3.711
H10 2.625 -0.078 0.011
H11 -0.775 -1.384 -1.121
H12 -2.118 1.378 4.722
H13 -1.476 3.028 3.924
H14 -3.850 3.664 4.326
H15 -4.578 1.949 4.038
H16 -3.212 3.354 1.418
H17 -4.730 4.162 2.193
H18 -5.039 0.952 1.702
H19 -6.316 2.337 1.754
H20 -5.940 4.328 -0.478
H21 -5.817 3.519 -3.465
H22 -4.937 0.597 -3.586
H23 -4.589 -0.175 -0.744
H24 -2.422 -3.376 4.330
H25 -1.284 -2.793 2.944
H26 -2.277 -5.571 3.507
H27 -3.464 -4.956 2.084
H28 -2.816 -5.270 -1.646
H29 -0.987 -5.768 -2.183
H30 -1.383 -4.128 -1.206
H31 -4.017 -6.666 0.847
H32 -3.236 -7.918 -0.329
H33 -2.953 -8.017 1.623
H34 0.210 -7.529 -0.906
H35 0.978 -6.789 0.743
H36 -0.251 -8.330 0.737
C26 -2.708 6.210 6.228
C27 -4.063 6.467 5.624
C28 -4.787 7.716 6.050
O6 -4.559 5.687 4.813
H37 -2.305 5.274 5.829
H38 -2.026 7.024 5.970
H39 -2.797 6.118 7.314
H40 -4.197 8.597 5.784
H41 -4.969 7.691 7.127
H42 -5.751 7.770 5.533
C29 5.392 -5.842 2.017
C30 4.037 -5.585 1.413
C31 3.313 -4.336 1.839
O7 3.541 -6.365 0.602
H43 5.795 -6.778 1.617
H44 6.074 -5.028 1.759
H45 5.303 -5.934 3.102
H46 3.903 -3.455 1.573
H47 3.131 -4.361 2.916
H48 2.349 -4.281 1.322
C32 6.141 -3.699 -1.925
C33 7.105 -3.011 -0.995
C34 8.525 -2.845 -1.466
O8 6.746 -2.600 0.107
H49 5.154 -3.748 -1.453
H50 6.056 -3.134 -2.856
H51 6.483 -4.717 -2.127
H52 8.546 -2.242 -2.377
H53 8.973 -3.825 -1.648
H54 9.106 -2.332 -0.693
C35 4.405 2.460 -2.938
C36 4.194 1.757 -4.252
C37 4.979 2.253 -5.438
O9 3.411 0.814 -4.354
H55 3.773 1.996 -2.173
H56 5.450 2.369 -2.631
H57 4.125 3.513 -3.031
H58 6.050 2.153 -5.242
H59 4.725 3.296 -5.642
H60 4.725 1.652 -6.317
C38 1.477 1.710 -7.592
C39 1.511 3.211 -7.471
C40 0.198 3.943 -7.546
O10 2.571 3.815 -7.317
H61 2.496 1.317 -7.520
H62 0.880 1.286 -6.781
H63 1.059 1.425 -8.561
H64 -0.456 3.618 -6.733
H65 -0.276 3.757 -8.513
H66 0.376 5.019 -7.444

***

No. 2
A cluster of 6 separate species, C40H68O13S5Si in total in a non-equilibrium geometry, computed with ωB97M-V/def2-TZVPD.

HOMO energy   -8.85 eV
E_LUMO   -0.9 eV
Gap between HOMO and LUMO   8.00 eV
SMILES string   C[Si](C)(CCCCCCCCC1=CC(=O)OC1=O)c1ccccc1.O=S1(=O)CCCC1.O=S1(=O)CCCC1.O=S1(=O)CCCC1.O=S1(=O)CCCC1.O=S1(=O)CCCC1
Net charge   0

Geometry (Å):
C1 1.130 5.037 2.261
Si1 0.613 5.411 0.492
C2 0.068 7.223 0.447
C3 2.029 5.081 -0.696
C4 1.925 5.848 -2.046
C5 2.098 4.851 -3.200
C6 3.555 4.402 -3.320
C7 3.973 3.899 -4.705
C8 3.553 2.450 -4.938
C9 2.042 2.178 -5.037
C10 1.233 3.164 -5.915
C11 0.351 2.433 -6.866
C12 0.668 1.504 -7.763
C13 -0.554 1.073 -8.458
O1 -0.631 0.248 -9.311
O2 -1.616 1.773 -7.934
C14 -1.106 2.643 -6.977
O3 -1.797 3.397 -6.406
C15 -0.937 4.404 0.083
C16 -1.654 4.708 -1.086
C17 -2.813 4.004 -1.401
C18 -3.246 2.984 -0.558
C19 -2.542 2.671 0.604
C20 -1.388 3.385 0.926
H1 0.410 5.532 2.909
H2 2.098 5.499 2.441
H3 1.176 3.977 2.469
H4 0.878 7.922 0.623
H5 -0.732 7.323 1.178
H6 -0.395 7.404 -0.521
H7 2.194 4.020 -0.868
H8 2.922 5.453 -0.192
H9 0.972 6.364 -2.138
H10 2.712 6.595 -2.101
H11 1.494 3.985 -2.931
H12 1.731 5.299 -4.120
H13 4.182 5.269 -3.108
H14 3.796 3.647 -2.575
H15 5.064 3.905 -4.707
H16 3.680 4.586 -5.496
H17 3.920 1.896 -4.075
H18 4.047 2.049 -5.824
H19 1.639 2.186 -4.027
H20 1.920 1.162 -5.406
H21 0.567 3.718 -5.263
H22 1.862 3.870 -6.446
H23 1.664 1.131 -7.921
H24 -1.312 5.503 -1.735
H25 -3.386 4.232 -2.287
H26 -4.153 2.448 -0.796
H27 -2.899 1.879 1.245
H28 -0.848 3.171 1.837
O4 1.502 1.476 -2.036
S1 1.804 0.463 -1.054
O5 2.277 0.818 0.259
C21 0.394 -0.628 -0.913
C22 0.644 -1.701 -1.968
C23 2.133 -2.058 -1.861
C24 2.916 -0.740 -1.796
H29 -0.518 -0.057 -1.073
H30 0.404 -1.046 0.093
H31 0.006 -2.569 -1.809
H32 0.428 -1.303 -2.962
H33 2.306 -2.635 -0.950
H34 2.464 -2.667 -2.701
H35 3.809 -0.815 -1.181
H36 3.180 -0.377 -2.788
O6 1.126 2.883 4.564
S2 1.585 1.635 5.129
O7 2.080 1.566 6.483
C25 0.327 0.391 4.882
C26 0.654 -0.204 3.514
C27 2.177 -0.378 3.482
C28 2.798 0.923 4.007
H37 -0.658 0.851 4.928
H38 0.430 -0.352 5.671
H39 0.137 -1.149 3.360
H40 0.347 0.487 2.724
H41 2.458 -1.211 4.126
H42 2.537 -0.605 2.478
H43 3.722 0.753 4.553
H44 2.967 1.642 3.207
O8 -0.163 -2.099 6.545
S3 0.804 -3.120 6.212
O9 1.255 -3.310 4.853
C29 2.221 -2.922 7.286
C30 1.878 -3.767 8.509
C31 1.271 -5.069 7.966
C32 0.245 -4.684 6.894
H45 2.363 -1.865 7.506
H46 3.089 -3.318 6.760
H47 2.758 -3.956 9.121
H48 1.143 -3.245 9.127
H49 2.059 -5.679 7.521
H50 0.807 -5.659 8.749
H51 0.190 -5.415 6.092
H52 -0.743 -4.528 7.322
O10 -6.803 -0.424 -11.805
S4 -6.528 -0.705 -10.419
O11 -7.468 -1.437 -9.608
C33 -4.909 -1.466 -10.295
C34 -3.953 -0.287 -10.144
C35 -4.617 0.682 -9.174
C36 -6.085 0.837 -9.593
H53 -4.720 -2.077 -11.174
H54 -4.917 -2.088 -9.400
H55 -2.979 -0.604 -9.779
H56 -3.809 0.198 -11.112
H57 -4.569 0.270 -8.164
H58 -4.103 1.641 -9.161
H59 -6.748 0.993 -8.747
H60 -6.216 1.640 -10.317
O12 -1.594 -6.723 8.787
S5 -0.925 -7.978 9.027
O13 0.513 -8.076 8.987
C37 -1.524 -8.663 10.566
C38 -2.736 -9.495 10.159
C39 -2.322 -10.245 8.885
C40 -1.644 -9.230 7.956
H61 -1.759 -7.854 11.253
H62 -0.731 -9.288 10.977
H63 -3.033 -10.179 10.953
H64 -3.583 -8.840 9.945
H65 -1.617 -11.037 9.142
H66 -3.175 -10.712 8.396
H67 -0.852 -9.678 7.362
H68 -2.362 -8.733 7.306

***

No. 3
A cluster of 7 separate species, C40H69BrN10O4P in total in a non-equilibrium geometry, computed with ωB97M-V/def2-TZVPD.

HOMO energy   -9.96 eV
E_LUMO   -4.3 eV
Gap between HOMO and LUMO   5.68 eV
Net charge   +1

Geometry (Å):
C1 0.219 1.346 0.108
P1 0.607 -0.282 -0.758
O1 2.300 -0.503 -0.845
N1 -0.015 -0.120 -2.396
C2 -1.447 -0.463 -2.574
C3 -2.453 0.669 -2.056
C4 -3.314 0.173 -0.815
C5 -4.218 -1.079 -1.132
N2 -5.088 -0.909 -2.299
C6 -6.388 -0.351 -2.355
C7 -6.906 -0.369 -3.711
C8 -5.845 -0.985 -4.596
C9 -4.785 -1.253 -3.628
C10 0.853 -0.517 -3.424
N3 1.167 -1.759 -3.695
C11 0.620 -2.934 -2.985
C12 -0.741 -3.471 -3.656
C13 -0.744 -5.072 -3.678
C14 -0.279 -5.692 -2.304
O2 0.355 -6.714 -2.296
O3 -0.528 -5.099 -1.067
N4 1.476 0.481 -4.279
Br1 3.351 0.372 -4.179
C15 1.096 1.865 -3.877
C16 1.927 2.439 -2.646
O4 2.061 3.635 -2.536
H1 0.785 1.468 1.065
H2 -0.879 1.287 0.378
H3 0.325 2.247 -0.554
H4 2.466 -1.167 -0.145
H5 -1.644 -0.608 -3.674
H6 -1.671 -1.377 -1.958
H7 -1.949 1.648 -1.851
H8 -3.196 0.854 -2.886
H9 -2.582 -0.126 -0.008
H10 -3.935 1.027 -0.440
H11 -3.623 -2.019 -1.293
H12 -4.897 -1.248 -0.248
H13 -6.937 0.051 -1.471
H14 -7.886 0.004 -4.078
H15 -5.875 -1.167 -5.688
H16 -3.835 -1.713 -3.987
H17 1.800 -1.952 -4.481
H18 0.538 -2.827 -1.876
H19 1.360 -3.774 -3.159
H20 -1.658 -3.118 -3.125
H21 -0.693 -3.113 -4.727
H22 -0.111 -5.492 -4.499
H23 -1.806 -5.402 -3.825
H24 -1.336 -4.552 -1.124
H25 1.384 2.532 -4.746
H26 -0.011 2.017 -3.751
H27 2.384 1.795 -1.841
C17 2.078 3.838 3.409
C18 1.209 4.595 2.411
C19 0.014 5.290 3.065
C20 -0.853 4.272 3.719
N5 -1.514 3.477 4.225
H28 1.523 3.034 3.898
H29 2.930 3.381 2.901
H30 2.464 4.508 4.181
H31 0.853 3.897 1.648
H32 1.824 5.341 1.902
H33 -0.567 5.825 2.312
H34 0.346 6.014 3.813
C21 8.332 -1.641 -2.893
C22 7.243 -0.718 -3.428
C23 6.722 0.260 -2.371
C24 6.130 -0.493 -1.230
N6 5.673 -1.078 -0.351
H35 7.960 -2.278 -2.087
H36 8.694 -2.300 -3.685
H37 9.180 -1.065 -2.514
H38 6.417 -1.327 -3.810
H39 7.641 -0.151 -4.273
H40 5.955 0.909 -2.804
H41 7.532 0.893 -2.003
C25 11.161 -3.792 -1.210
C26 12.573 -3.239 -1.051
C27 12.630 -1.999 -0.155
C28 11.802 -0.908 -0.738
N7 11.163 -0.065 -1.189
H42 10.499 -3.071 -1.695
H43 11.173 -4.690 -1.831
H44 10.731 -4.055 -0.240
H45 12.974 -2.999 -2.040
H46 13.213 -4.015 -0.624
H47 13.660 -1.650 -0.061
H48 12.259 -2.231 0.846
C29 0.628 -4.061 2.852
C30 2.034 -3.487 2.985
C31 2.091 -2.250 3.886
C32 1.234 -1.171 3.325
N8 0.567 -0.339 2.890
H49 -0.056 -3.348 2.384
H50 0.641 -4.956 2.226
H51 0.222 -4.336 3.829
H52 2.412 -3.236 1.989
H53 2.695 -4.255 3.394
H54 3.117 -1.885 3.961
H55 1.744 -2.492 4.893
C33 -5.350 3.493 4.587
C34 -5.207 4.866 3.939
C35 -6.251 5.120 2.848
C36 -6.106 4.108 1.764
N9 -5.995 3.325 0.928
H56 -5.196 2.689 3.865
H57 -4.605 3.367 5.375
H58 -6.341 3.371 5.033
H59 -4.202 4.956 3.517
H60 -5.303 5.634 4.710
H61 -6.118 6.118 2.425
H62 -7.261 5.060 3.262
C37 -9.782 3.182 3.994
C38 -10.757 2.020 4.144
C39 -10.434 1.125 5.343
C40 -9.075 0.536 5.187
N10 -8.025 0.083 5.066
H63 -8.763 2.831 3.811
H64 -10.066 3.809 3.146
H65 -9.775 3.807 4.891
H66 -10.746 1.427 3.226
H67 -11.769 2.417 4.258
H68 -11.164 0.317 5.417
H69 -10.469 1.699 6.271

***

No. 4
A structure of composition C40H70AsF6N10 in a non-equilibrium geometry, computed with ωB97M-V/def2-TZVPD.

HOMO energy   -9.27 eV
E_LUMO   2.2 eV
Gap between HOMO and LUMO   11.42 eV
Net charge   -1

Geometry (Å):
As1 -10.064 -7.238 10.676
F1 -10.172 -5.574 10.188
F2 -8.317 -7.225 10.676
F3 -10.058 -8.919 11.133
F4 -11.821 -7.339 10.540
F5 -9.993 -7.664 8.961
F6 -10.214 -6.769 12.352
C1 -8.674 -7.497 6.214
C2 -9.156 -6.882 4.906
C3 -8.869 -5.379 4.773
C4 -7.542 -4.972 5.213
N1 -6.495 -4.650 5.549
H1 -9.162 -6.963 7.037
H2 -7.605 -7.413 6.412
H3 -8.921 -8.553 6.265
H4 -10.230 -7.024 4.781
H5 -8.684 -7.410 4.072
H6 -9.610 -4.848 5.377
H7 -9.012 -5.083 3.733
C5 -4.993 -5.592 13.366
C6 -6.515 -5.601 13.238
C7 -7.175 -4.384 13.888
C8 -6.594 -4.005 15.179
N2 -6.124 -3.715 16.186
H8 -4.586 -6.438 12.809
H9 -4.684 -5.675 14.408
H10 -4.541 -4.715 12.901
H11 -6.902 -6.517 13.688
H12 -6.749 -5.586 12.173
H13 -8.256 -4.466 14.007
H14 -7.043 -3.500 13.258
C9 -12.038 -10.556 15.005
C10 -11.748 -9.645 13.799
C11 -12.867 -8.640 13.590
C12 -14.186 -9.251 13.372
N3 -15.208 -9.757 13.237
H15 -12.276 -9.966 15.896
H16 -11.127 -11.080 15.313
H17 -12.795 -11.307 14.799
H18 -11.683 -10.351 12.971
H19 -10.788 -9.143 13.901
H20 -12.692 -8.025 12.702
H21 -13.010 -7.979 14.449
C13 -5.405 -9.013 7.930
C14 -6.107 -9.133 9.272
C15 -5.347 -8.431 10.416
C16 -4.978 -7.045 10.134
N4 -4.684 -5.954 9.935
H22 -5.289 -7.963 7.650
H23 -6.041 -9.467 7.167
H24 -4.434 -9.506 7.918
H25 -6.186 -10.189 9.545
H26 -7.140 -8.788 9.259
H27 -4.392 -8.941 10.581
H28 -5.897 -8.439 11.359
C17 -6.438 -3.116 9.920
C18 -6.604 -3.552 8.467
C19 -8.027 -3.981 8.124
C20 -8.995 -2.889 8.306
N5 -9.775 -2.060 8.448
H29 -5.420 -2.755 10.058
H30 -6.526 -3.968 10.603
H31 -7.181 -2.411 10.296
H32 -5.918 -4.374 8.254
H33 -6.218 -2.775 7.804
H34 -8.379 -4.824 8.719
H35 -8.122 -4.243 7.067
C21 -7.859 -10.745 13.075
C22 -7.372 -9.831 14.174
C23 -7.959 -10.124 15.564
C24 -7.879 -11.530 15.954
N6 -7.824 -12.637 16.255
H36 -7.410 -10.512 12.107
H37 -8.936 -10.662 12.906
H38 -7.568 -11.768 13.316
H39 -7.524 -8.766 13.995
H40 -6.290 -9.996 14.256
H41 -9.044 -9.977 15.470
H42 -7.529 -9.470 16.317
C25 -14.504 -3.476 8.872
C26 -13.139 -4.164 8.946
C27 -12.904 -5.073 7.740
C28 -13.732 -6.280 7.614
N7 -14.340 -7.244 7.483
H43 -14.513 -2.784 8.030
H44 -14.755 -2.956 9.796
H45 -15.276 -4.231 8.705
H46 -13.004 -4.693 9.891
H47 -12.334 -3.425 8.945
H48 -11.884 -5.469 7.779
H49 -13.035 -4.560 6.784
C29 -8.047 -12.655 9.816
C30 -9.419 -12.137 9.424
C31 -9.427 -10.892 8.523
C32 -8.696 -11.051 7.247
N8 -8.121 -11.106 6.254
H50 -8.103 -13.412 10.593
H51 -7.465 -11.806 10.184
H52 -7.527 -13.054 8.944
H53 -9.991 -11.837 10.304
H54 -9.995 -12.929 8.936
H55 -8.919 -10.133 9.119
H56 -10.414 -10.559 8.218
C33 -12.507 -1.007 12.866
C34 -12.092 -2.300 12.174
C35 -10.743 -2.181 11.462
C36 -9.656 -1.892 12.402
N9 -8.776 -1.689 13.111
H57 -13.555 -1.082 13.175
H58 -12.527 -0.114 12.234
H59 -11.914 -0.779 13.752
H60 -12.851 -2.515 11.420
H61 -12.070 -3.109 12.903
H62 -10.729 -1.326 10.782
H63 -10.475 -3.073 10.896
C37 -12.681 -10.535 10.245
C38 -13.857 -11.096 9.469
C39 -13.522 -12.383 8.692
C40 -13.033 -13.459 9.560
N10 -12.652 -14.297 10.251
H64 -13.015 -9.647 10.790
H65 -11.989 -10.032 9.564
H66 -12.174 -11.196 10.942
H67 -14.223 -10.347 8.767
H68 -14.700 -11.317 10.127
H69 -12.716 -12.204 7.974
H70 -14.387 -12.742 8.135